[1]
Density functional theory data (ωB97M-V with the def2-TZVPD basis set) for a single C21H32N4O5S molecule.

XYZ file:
```
63
Properties=species:S:1:pos:R:3:lowdin_charge:R:1
C 5.5836 0.5294 0.2040 -0.103
C 4.8805 -0.2792 1.2887 -0.252
C 3.3625 -0.3039 1.1058 -0.190
C 2.9270 -1.2258 -0.0415 -0.153
N 1.5164 -1.0918 -0.3467 -0.047
C 0.6054 -1.9728 0.3641 -0.159
C 0.4529 -3.3266 -0.3311 -0.189
C -0.4958 -4.2451 0.4347 -0.271
C -0.6384 -5.6005 -0.2466 -0.114
C 0.9932 -0.1804 -1.1889 -0.432
O -0.2101 -0.1086 -1.3942 0.049
C 1.9602 0.7870 -1.8766 -0.099
N 1.3663 2.0814 -2.1068 -0.264
C 0.4002 2.2220 -3.1695 -0.084
S 1.1048 2.9746 -0.7279 0.685
O 0.7878 4.3069 -1.1466 -0.272
O 2.2537 2.7640 0.1096 -0.287
C -0.3274 2.2979 0.1072 -0.263
C -0.1703 1.4873 1.2128 -0.057
C -1.2832 0.9038 1.7840 0.001
C -2.5565 1.1217 1.2544 -0.118
C -2.7066 1.9774 0.1439 -0.111
C -1.5726 2.5608 -0.4174 0.008
N -3.9668 2.2214 -0.3703 -0.008
C -4.1238 3.1043 -1.5095 -0.003
C -5.1045 1.6573 0.1477 -0.324
O -6.2035 1.8872 -0.3077 0.108
C -4.9437 0.7213 1.3229 -0.321
O -5.9094 0.1785 1.8139 0.108
N -3.6733 0.5162 1.8023 -0.008
C -3.5340 -0.3880 2.9269 -0.009
H 5.4897 0.0551 -0.7703 0.065
H 5.1547 1.5275 0.1473 0.075
H 6.6432 0.6213 0.4301 0.070
H 5.2683 -1.3010 1.3035 0.107
H 5.1021 0.1734 2.2568 0.107
H 3.0179 0.7146 0.9155 0.079
H 2.8917 -0.6500 2.0290 0.112
H 3.5155 -1.0286 -0.9376 0.115
H 3.1059 -2.2665 0.2422 0.128
H 0.9771 -2.1086 1.3829 0.128
H -0.3660 -1.4741 0.4024 0.112
H 0.0674 -3.1585 -1.3380 0.122
H 1.4298 -3.8080 -0.4211 0.112
H -1.4761 -3.7696 0.5050 0.108
H -0.1204 -4.3875 1.4511 0.109
H -1.3196 -6.2383 0.3111 0.068
H -1.0283 -5.4800 -1.2544 0.073
H 0.3257 -6.1005 -0.3097 0.071
H 2.8385 0.9793 -1.2657 0.095
H 2.2665 0.3667 -2.8400 0.148
H -0.4625 1.5652 -3.0314 0.082
H 0.0894 3.2640 -3.1719 0.082
H 0.8836 1.9921 -4.1203 0.096
H 0.8163 1.3233 1.6123 0.108
H -1.1558 0.2694 2.6443 0.106
H -1.6364 3.2278 -1.2578 0.105
H -3.7540 4.1024 -1.2747 0.106
H -5.1899 3.1553 -1.7279 0.093
H -3.5954 2.7061 -2.3759 0.104
H -2.8947 -1.2310 2.6636 0.098
H -4.5323 -0.7531 3.1659 0.092
H -3.1263 0.1342 3.7928 0.103
```

Results
SMILES string	CCCCN(CCCC)C(=O)CN(C)S(=O)(=O)c1ccc2c(c1)n(C)c(=O)c(=O)n2C
energy above the lowest of the compared OMol25 structures with the same formula, charge and spin	8.6	kcal per mole
HOMO level	-8.52	eV
LUMO level	0.212	eV
gap between HOMO and LUMO	0.3210	Ha
total charge	0
E_tot	-49330.6418	eV

=====

[2]
Density functional theory data (ωB97M-V with the def2-TZVPD basis set) for 6 unconnected molecules or ions with the total composition C9H30N6O9.

XYZ file:
```
54
Properties=species:S:1:pos:R:3:lowdin_charge:R:1
N -1.9248 -2.1269 -2.4784 0.160
C -0.9342 -2.4246 -3.3256 -0.772
N -0.9402 -1.8133 -4.5727 0.140
O -0.1068 -3.1713 -3.0143 0.087
H -2.7865 -1.6851 -2.8100 0.115
H -1.9068 -2.7656 -1.6957 0.082
H -0.1878 -2.1798 -5.1609 0.101
H -1.0617 -0.7942 -4.6307 0.075
N -0.9745 1.9721 4.5286 0.164
C -1.5438 3.1213 4.1911 -0.768
N -1.6583 3.4941 2.9060 0.142
O -1.9587 3.8401 5.0680 0.029
H -1.1376 1.7144 5.4790 0.102
H -0.7550 1.1947 3.9102 0.089
H -1.9943 4.4713 2.9356 0.120
H -0.7513 3.3935 2.4303 0.101
N 4.3550 -1.1015 2.9742 0.171
C 4.1044 0.0630 2.3529 -0.703
N 4.3407 1.1907 2.9511 0.175
O 4.0407 0.0660 1.0905 -0.020
H 4.3110 -1.9134 2.3962 0.106
H 4.3958 -1.3215 3.9473 0.100
H 4.6802 1.3279 3.8643 0.101
H 4.5266 1.9326 2.3085 0.121
O 2.2111 -0.3270 -4.6889 -0.091
C 2.2024 0.8192 -3.8089 -0.210
C 1.4143 1.7548 -4.6813 -0.249
O 0.0934 1.2937 -4.6241 -0.076
H 2.7293 -1.0328 -4.2722 0.094
H 1.7384 0.6165 -2.8395 0.104
H 3.2000 1.2043 -3.6317 0.114
H 1.7896 1.6846 -5.6977 0.123
H 1.3442 2.7649 -4.3103 0.118
H -0.1007 0.7390 -5.3798 0.066
O -2.8612 -3.5763 0.3704 -0.055
C -2.8899 -2.8674 1.5997 -0.256
C -3.6764 -1.5996 1.4473 -0.220
O -5.0937 -1.9559 1.4736 -0.091
H -3.5141 -4.2704 0.5135 0.094
H -3.2706 -3.4724 2.4284 0.128
H -1.9009 -2.5071 1.8730 0.102
H -3.4969 -1.1301 0.4836 0.114
H -3.4775 -0.8934 2.2438 0.113
H -5.5398 -1.4683 2.1900 0.086
O 0.7186 0.9415 1.9035 -0.098
C 0.5386 0.0873 0.7435 -0.206
C -0.0930 0.8798 -0.3783 -0.220
O 0.8222 1.9050 -0.8288 -0.086
H 1.6759 1.0177 2.0731 0.064
H 1.5072 -0.2451 0.3927 0.108
H -0.0932 -0.7589 1.0396 0.110
H -0.9951 1.3841 -0.0161 0.115
H -0.3230 0.2689 -1.2558 0.110
H 1.2089 2.2588 -0.0078 0.076
```

Results
SMILES string	NC(N)=O.NC(N)=O.NC(N)=O.OCCO.OCCO.OCCO
energy above the lowest of the compared OMol25 structures with the same formula, charge and spin	41.1	kcal per mole
HOMO level	-9.40	eV
LUMO level	0.190	eV
gap between HOMO and LUMO	0.3524	Ha
total charge	0
E_tot	-37187.7550	eV

=====

[3]
Density functional theory data (ωB97M-V with the def2-TZVPD basis set) for 2 unconnected molecules or ions with the total composition C9H14.

XYZ file:
```
23
Properties=species:S:1:pos:R:3:lowdin_charge:R:1
C 1.7450 -2.4096 0.4389 -0.061
C 1.4584 -0.9812 0.9677 -0.249
C 0.1863 -0.3992 0.6717 -0.050
C -0.0650 0.8019 1.3086 -0.104
C 0.8059 1.3620 2.2948 -0.085
C 2.0739 0.7656 2.4970 -0.108
C 2.4305 -0.3718 1.7874 -0.076
H 1.3310 -3.2014 1.1534 0.102
H 2.8273 -2.5276 0.4923 0.058
H 1.4147 -2.6323 -0.5614 0.059
H -0.4012 -0.6191 -0.2374 0.082
H -1.0767 1.1882 1.3402 0.091
H 0.4304 2.0951 3.0132 0.095
H 2.7597 1.2486 3.2291 0.108
H 3.5297 -0.5777 1.7468 0.124
C -2.0308 0.7302 -1.8359 -0.177
C -2.8234 0.7907 -3.1783 -0.179
H -1.6402 -0.2473 -1.6116 0.014
H -1.1389 1.5512 -1.9874 0.126
H -2.6817 1.0142 -0.9409 0.076
H -2.0877 0.8938 -3.9180 0.031
H -3.4760 -0.0502 -3.5128 0.070
H -3.5714 1.5758 -3.1575 0.054
```

Results
SMILES string	Cc1ccccc1.CC
energy above the lowest of the compared OMol25 structures with the same formula, charge and spin	37.4	kcal per mole
HOMO level	-8.81	eV
LUMO level	1.004	eV
gap between HOMO and LUMO	0.3608	Ha
total charge	0
E_tot	-9558.5617	eV

=====

[4]
Density functional theory data (ωB97M-V with the def2-TZVPD basis set) for a molecular structure, C28H38HgN4P2.

XYZ file:
```
73
Properties=species:S:1:pos:R:3:lowdin_charge:R:1
Hg 2.2916 -0.7476 -1.5842 1.096
C 3.4399 -2.8508 -2.6327 -0.150
C 2.0678 -2.6422 -2.6967 -0.339
C 0.9586 -3.2999 -1.9035 -0.247
C 1.3211 -3.4781 -0.4081 -0.192
C 1.8079 -2.1302 0.1127 -0.335
C 3.1958 -1.9014 0.2421 -0.292
C 4.2353 -2.9386 -0.1692 -0.245
C 4.3038 -3.5033 -1.6109 -0.223
C 0.2553 2.4007 1.9143 -0.242
H 4.1131 -2.4398 -3.4156 0.097
H 1.6725 -2.1076 -3.5771 0.085
H 0.6479 -4.2703 -2.3093 0.099
H 0.0758 -2.6376 -2.0123 0.093
H 0.3908 -3.8012 0.0986 0.109
H 2.1083 -4.2494 -0.3098 0.105
H 1.1646 -1.6885 0.8997 0.058
H 3.5929 -1.0754 0.8459 0.063
H 4.1484 -3.7926 0.5071 0.093
H 5.2233 -2.5285 0.0489 0.096
H 5.3708 -3.4127 -1.8760 0.104
H 4.1590 -4.5822 -1.5981 0.102
H 1.3672 2.1511 1.7196 0.073
H 0.2891 3.1436 2.7349 0.075
H -0.0473 3.0645 1.0629 -0.016
P -0.8260 0.9610 2.1219 1.102
P -1.5455 2.2585 -0.9028 0.959
N 0.0525 -0.2146 3.0928 -0.202
N -2.4625 0.5304 3.1583 -0.150
N -0.0607 1.5467 -1.7769 -0.159
N -2.5740 2.4282 -2.3635 -0.205
C -1.1763 -0.1330 0.6823 -0.367
C -2.0697 0.4373 -0.4416 -0.373
C 1.3286 0.1752 3.4986 -0.151
C 1.8784 -0.8275 4.2815 -0.081
C 0.9804 -1.9358 4.2327 -0.085
C -0.1354 -1.5502 3.5209 -0.110
C -2.7782 1.0319 4.4121 -0.163
C -3.9651 0.4470 4.8648 -0.104
C -4.3945 -0.4599 3.8434 -0.099
C -3.4577 -0.3771 2.8118 -0.176
C 1.1752 1.8889 -1.2795 -0.224
C 2.2037 1.5531 -2.1561 -0.222
C 1.5164 0.9931 -3.2964 -0.162
C 0.1723 0.8219 -2.9444 -0.163
C -2.6325 1.7494 -3.5820 -0.134
C -3.4848 2.4233 -4.4275 -0.091
C -4.0273 3.5258 -3.7013 -0.101
C -3.4412 3.5401 -2.4453 -0.143
H -1.5947 -1.0525 1.1233 0.070
H -0.2018 -0.4846 0.3052 0.039
H -1.9708 -0.2847 -1.2865 0.066
H -3.1275 0.4268 -0.1088 0.068
H 1.6960 1.1334 3.1811 0.066
H 2.8082 -0.7391 4.8418 0.099
H 1.1876 -2.9256 4.6647 0.109
H -1.0516 -2.0953 3.3354 0.109
H -2.1262 1.7363 4.9103 0.096
H -4.4801 0.6110 5.8096 0.090
H -5.2717 -1.1082 3.8465 0.094
H -3.4357 -0.9420 1.8922 0.087
H 1.3134 2.3862 -0.3348 0.065
H 3.2872 1.7428 -1.9758 0.102
H 1.9287 0.9925 -4.2879 0.103
H -0.5148 0.0347 -3.2806 0.107
H -2.0762 0.8573 -3.7545 0.066
H -3.6864 2.1611 -5.4417 0.086
H -4.7677 4.2329 -4.0429 0.089
H -3.5112 4.1982 -1.5713 0.102
C -0.8072 4.0408 -0.7596 -0.290
H -1.4040 4.7795 -0.1376 0.057
H -0.8570 4.5321 -1.7483 0.034
H 0.2341 4.2708 -0.4672 0.022
```

Results
energy above the lowest of the compared OMol25 structures with the same formula, charge and spin	32.3	kcal per mole
HOMO level (alpha / beta)	-4.35 / -4.42	eV
LUMO level (alpha / beta)	-1.141 / -1.140	eV
gap between HOMO and LUMO (alpha / beta)	0.1180 / 0.1206	Ha
total charge	0
E_tot	-58351.5584	eV

=====

[5]
Density functional theory data (ωB97M-V with the def2-TZVPD basis set) for a molecular structure, C26H35AsBrFN7O5SV.

XYZ file:
```
78
Properties=species:S:1:pos:R:3:lowdin_charge:R:1
V 2.0126 -1.1642 1.7653 0.599
C -2.4374 4.5541 -1.1180 -0.062
C -3.0175 3.3446 -0.3985 -0.202
N -2.0386 2.2827 -0.1985 -0.037
C -1.4071 2.2164 1.0240 0.043
C -0.4406 1.3020 1.2786 -0.063
C 0.2251 1.1941 2.6348 -0.616
O 0.1060 2.1350 3.4098 0.040
O 0.8660 0.1013 2.8798 -0.265
C -0.0634 0.4263 0.2357 -0.265
O 0.9047 -0.4016 0.4665 -0.197
C -0.6888 0.4434 -1.0343 -0.045
C -0.3485 -0.4313 -2.0713 0.096
C -1.0137 -0.3368 -3.2720 -0.199
F -0.7076 -1.2290 -4.2517 0.057
C -1.9829 0.6197 -3.5228 -0.159
C -2.3240 1.5082 -2.4871 0.048
C -1.7088 1.4241 -1.2465 -0.108
N -2.6386 0.7544 -4.7781 -0.104
C -1.9517 0.4302 -6.0027 -0.154
C -2.5324 1.2691 -7.1284 -0.078
N -4.0117 0.9795 -7.2159 0.056
C -4.7154 1.2617 -5.9111 -0.082
C -4.0442 0.4313 -4.8309 -0.142
H -3.2014 5.3193 -1.2535 0.080
H -2.0397 4.2874 -2.0966 0.067
H -1.6250 4.9854 -0.5350 0.084
H -3.8786 2.9332 -0.9298 0.112
H -3.3763 3.6299 0.5892 0.122
H -1.7196 2.9295 1.7729 0.145
H 0.4369 -1.1594 -1.9259 0.131
H -3.0511 2.2773 -2.6959 0.105
H -2.0335 -0.6362 -6.2691 0.135
H -0.8917 0.6558 -5.9111 0.148
H -2.1011 1.0385 -8.1013 0.140
H -2.4429 2.3336 -6.9197 0.142
H -4.1298 -0.0129 -7.4346 0.180
H -4.4376 1.5048 -7.9782 0.183
H -5.7682 1.0208 -6.0503 0.139
H -4.5935 2.3278 -5.7270 0.140
H -4.2125 -0.6399 -5.0457 0.142
H -4.5161 0.6441 -3.8736 0.138
N 0.9769 -3.3631 0.9638 0.024
N 2.0150 -4.2651 0.7482 -0.058
C 3.1853 -3.8246 0.2647 -0.846
N 4.1635 -4.7330 0.1591 0.117
S 3.4173 -2.2349 -0.2537 0.683
H 0.5883 -3.4790 1.8932 0.070
H 0.2529 -3.4539 0.2617 0.110
H 1.9334 -5.1932 1.1324 0.158
H 4.1043 -5.6279 0.6182 0.115
H 5.0754 -4.3884 -0.0834 0.099
Br -1.9977 -1.4878 2.8436 0.833
C -0.6352 -1.8775 4.0949 -0.715
C -0.9212 -1.7712 5.4476 -0.086
C 0.0502 -2.1912 6.3409 -0.029
C 1.2449 -2.7130 5.8539 0.017
C 1.4353 -2.7206 4.4842 -0.179
N 0.5149 -2.2904 3.6149 0.026
C 2.7333 -3.1879 3.8593 -0.601
O 3.3154 -4.1724 4.2782 0.065
O 3.1187 -2.4549 2.8681 -0.205
H -1.8714 -1.3812 5.7780 0.104
H -0.1290 -2.1274 7.4053 0.115
H 2.0171 -3.0989 6.5030 0.126
C 5.3845 0.3597 2.6217 -0.286
As 3.4727 0.6713 2.8551 1.105
C 3.3680 2.5651 2.4788 -0.259
C 3.3662 0.5764 4.7825 -0.249
H 5.9651 0.9599 3.3236 0.027
H 5.6734 0.6229 1.6037 0.025
H 5.5902 -0.6977 2.7808 0.024
H 4.0878 3.0767 3.1196 0.034
H 2.3650 2.9346 2.6808 0.016
H 3.6298 2.7360 1.4349 0.031
H 4.0129 1.3430 5.2108 0.035
H 3.7033 -0.4070 5.1085 0.032
H 2.3337 0.7426 5.0817 0.028
```

Results
⟨S²⟩	3.81
energy above the lowest of the compared OMol25 structures with the same formula, charge and spin	28.7	kcal per mole
HOMO level (alpha / beta)	-7.23 / -9.73	eV
LUMO level (alpha / beta)	-3.175 / -3.176	eV
gap between HOMO and LUMO (alpha / beta)	0.1490 / 0.2407	Ha
total charge	+1
multiplicity	4
E_tot	-218316.0538	eV

=====

[6]
Density functional theory data (ωB97M-V with the def2-TZVPD basis set) for a single C6H13N molecule.

XYZ file:
```
20
Properties=species:S:1:pos:R:3:lowdin_charge:R:1
C -0.9964 2.1235 -1.1288 -0.111
C 0.0747 1.6152 -0.1381 -0.245
C -0.2497 0.1975 0.1285 -0.342
C -1.5711 -0.0709 0.7955 -0.091
C 0.6281 -0.8718 0.0615 -0.310
C 0.1629 -2.3492 -0.0073 -0.069
N 2.0761 -0.6947 0.2834 0.054
H -1.4677 1.1973 -1.4638 0.064
H -0.4576 2.5575 -2.0246 0.076
H -1.7374 2.9713 -1.0202 0.084
H 0.9775 1.6226 -0.7420 0.092
H 0.2036 2.1497 0.8631 0.134
H -2.3265 -0.5636 0.1721 0.070
H -1.3944 -0.8521 1.6523 0.106
H -2.0191 0.7592 1.3617 0.082
H 0.0583 -2.7267 1.0395 0.065
H -0.9371 -2.4064 -0.3096 0.092
H 1.1135 -2.9786 -0.1836 0.099
H 2.3011 0.1836 0.7470 0.069
H 2.8629 -0.9171 -0.3426 0.081
```

Results
SMILES string	CC/C(C)=C(/C)N
energy above the lowest of the compared OMol25 structures with the same formula, charge and spin	53.5	kcal per mole
HOMO level	-7.67	eV
LUMO level	1.018	eV
gap between HOMO and LUMO	0.3192	Ha
total charge	0
E_tot	-7920.5141	eV